Density functional theory data (ωB97M-V with the def2-TZVPD basis set) for C41H120Hg2N3O34P as an isolated structure.

CARTESIAN COORDINATES (ANGSTROEM)
Hg: -0.37495 -1.89179 1.41985
Hg: 2.48576 1.43238 -1.39311
P: -0.61250 0.37192 -0.68519
O: -0.87158 -1.15669 -0.31123
O: 0.86681 0.23074 -1.20387
O: -0.71060 1.21929 0.55590
O: -1.49673 0.72318 -1.84695
C: 1.41835 -4.83921 1.93931
C: 0.77424 -4.16711 3.13759
C: 1.44466 -4.32619 4.45470
O: 0.86983 -2.75847 2.85439
H: 0.90419 -4.48101 1.08083
H: 1.29686 -5.90666 1.84385
H: 2.48482 -4.57693 1.94357
H: -0.26128 -4.53408 3.24537
H: 0.82636 -3.70712 5.11332
H: 2.45398 -3.97296 4.51806
H: 1.40484 -5.39917 4.72725
C: 2.21786 4.68487 -1.96363
O: 2.73228 3.75484 -1.04756
H: 2.41734 5.71923 -1.64941
H: 2.69685 4.44059 -2.95860
H: 1.18725 4.45611 -2.11143
H: 2.11092 3.73071 -0.24079
C: -1.86422 4.04198 -2.19454
O: -0.84829 3.18422 -2.65504
H: -2.19107 4.68034 -3.01075
H: -2.73820 3.50936 -1.89522
H: -1.66563 4.67171 -1.35953
H: -1.07298 2.24695 -2.50265
C: 4.04977 -1.78664 3.68743
O: 3.54499 -1.68671 2.32213
H: 3.43083 -1.27501 4.34370
H: 4.22591 -2.85798 4.03648
H: 5.00268 -1.37628 3.61496
H: 2.60895 -2.03858 2.38892
C: -0.36188 5.13063 -5.75648
O: 0.45492 4.61320 -4.73297
H: -0.92611 6.05703 -5.35860
H: 0.29892 5.46570 -6.57779
H: -1.07706 4.42446 -6.19174
H: -0.09819 4.15364 -4.08573
C: -4.14010 -0.76294 -3.20415
O: -3.60588 -1.37797 -1.98022
H: -5.19856 -0.59218 -2.96680
H: -3.61688 0.17962 -3.51528
H: -4.19572 -1.40897 -4.06913
H: -2.72019 -0.91682 -1.95621
C: 0.01779 4.53335 1.70967
O: 0.38182 3.87800 0.50344
H: 0.81147 4.45251 2.47201
H: -0.14148 5.59285 1.44627
H: -0.98840 4.29034 2.05697
H: 0.00143 2.97289 0.41622
C: -4.51645 1.95126 0.70030
O: -3.22960 2.57566 0.70413
H: -4.63086 1.42768 -0.24005
H: -4.58845 1.26136 1.54611
H: -5.28056 2.72527 0.64029
H: -2.50379 1.93536 0.60204
C: 2.91990 1.40943 -5.06265
O: 2.23272 1.72691 -3.90002
H: 3.33700 2.40749 -5.44479
H: 3.71804 0.79680 -4.79182
H: 2.31878 0.84354 -5.79143
H: 1.35822 1.27189 -3.93579
C: -1.32886 0.55314 -5.11877
O: -0.18352 0.56446 -4.27318
H: -1.03319 0.75215 -6.13604
H: -1.80312 -0.44697 -5.08693
H: -2.10671 1.34315 -4.87304
H: -0.47699 0.63585 -3.38127
C: 3.46260 2.50675 1.67507
O: 3.61250 1.30070 0.92892
H: 3.75223 2.38071 2.72074
H: 4.14027 3.24415 1.25142
H: 2.44857 2.94448 1.59944
H: 3.26971 0.57700 1.44655
C: 0.93138 0.87589 3.70307
O: 1.11021 0.46679 2.37156
H: 0.87286 -0.00832 4.33430
H: 1.77129 1.41745 4.02004
H: -0.00769 1.44616 3.82560
H: 0.42411 0.90338 1.76486
C: -0.46478 -2.66797 -3.11469
N: 0.08691 -2.71920 -4.53402
O: -0.73255 -2.91100 -5.43531
O: 1.30823 -2.62096 -4.71114
H: 0.10051 -1.95893 -2.47781
H: -0.41482 -3.77050 -2.91028
H: -1.51314 -2.42735 -3.21888
C: -5.96859 2.62719 -2.51624
N: -6.06065 2.62319 -4.01371
O: -5.86540 3.68738 -4.60909
O: -6.32018 1.57043 -4.54410
H: -6.47273 1.78932 -2.11942
H: -6.36176 3.59146 -2.22681
H: -4.89035 2.71653 -2.24755
C: -5.71208 -3.83735 -1.69334
N: -5.92839 -5.20047 -1.18116
O: -7.00474 -5.68203 -1.41352
O: -5.04705 -5.79581 -0.57824
H: -6.40925 -3.66029 -2.48815
H: -4.66536 -3.69935 -2.05128
H: -5.76185 -3.13298 -0.83034
C: -2.90057 -0.59136 3.68159
O: -2.94132 -1.37203 2.48278
C: -3.35951 -2.70158 2.67262
C: -3.48465 -3.40371 1.29100
O: -2.19740 -3.68305 0.83163
C: -2.18377 -3.98903 -0.52591
H: -2.14926 0.19220 3.54737
H: -2.41680 -1.13203 4.53119
H: -3.90605 -0.23420 3.82461
H: -4.35636 -2.80935 3.19005
H: -2.72159 -3.25302 3.44062
H: -3.95797 -2.77216 0.50400
H: -4.09237 -4.30257 1.44938
H: -2.54997 -3.11071 -1.15287
H: -2.84913 -4.81077 -0.81091
H: -1.13051 -4.25999 -0.77513
C: 4.55209 -8.14325 4.76464
O: 5.63134 -7.48974 5.39674
C: 5.64634 -6.14892 5.03594
C: 6.98300 -5.58357 5.44895
O: 8.04866 -5.71559 4.44699
C: 8.47406 -7.10121 4.11478
H: 3.63907 -7.50619 4.79839
H: 4.26910 -9.10614 5.20433
H: 4.79139 -8.32326 3.72188
H: 4.84972 -5.52726 5.54505
H: 5.62808 -5.98702 3.92706
H: 7.36597 -6.05122 6.40829
H: 6.93330 -4.49359 5.58789
H: 7.75158 -7.56099 3.45161
H: 8.47740 -7.76898 4.94774
H: 9.44053 -7.04948 3.64422
C: 3.86560 -1.28547 -0.97901
O: 4.28166 -0.08487 -1.74310
C: 5.65936 0.22407 -1.48695
C: 6.01465 1.42640 -2.33457
O: 5.18629 2.50708 -2.06046
C: 5.62414 3.63116 -2.90213
H: 2.74558 -1.39383 -0.97128
H: 4.26642 -1.29914 -0.00189
H: 4.31252 -2.15737 -1.50374
H: 6.28121 -0.60773 -1.90280
H: 5.89082 0.37983 -0.46158
H: 5.93211 1.24269 -3.42363
H: 7.05240 1.70773 -2.06840
H: 5.30424 3.47996 -3.90371
H: 6.67854 3.83816 -2.86284
H: 5.10187 4.39194 -2.28635
C: -3.69980 7.56904 4.44969
O: -4.65754 6.56783 4.08085
C: -5.22333 6.70619 2.75653
C: -4.35263 6.07149 1.63707
O: -4.93505 6.44193 0.41028
C: -4.25203 5.92916 -0.65910
H: -3.91464 8.48989 3.99687
H: -2.69982 7.38550 4.09419
H: -3.65339 7.50914 5.51813
H: -5.29870 7.82036 2.55290
H: -6.17172 6.17215 2.89111
H: -4.19297 5.03402 1.80848
H: -3.32832 6.46292 1.71856
H: -3.14322 6.02539 -0.60322
H: -4.66607 6.35474 -1.56506
H: -4.38933 4.83891 -0.66920
C: -3.60056 -4.84985 -4.70184
O: -4.08270 -5.71799 -3.74193
C: -3.43206 -6.91442 -3.73538
C: -4.07371 -7.81328 -2.66747
O: -5.36971 -8.31915 -2.97604
C: -5.93962 -9.03508 -1.89729
H: -4.28067 -4.02306 -4.85614
H: -3.38090 -5.31136 -5.63089
H: -2.60688 -4.53917 -4.45797
H: -2.48063 -6.83181 -3.12962
H: -3.28574 -7.37669 -4.70406
H: -4.13749 -7.33968 -1.73895
H: -3.45454 -8.65330 -2.45269
H: -5.52634 -10.06069 -1.84437
H: -6.97452 -9.14239 -2.02639
H: -5.72023 -8.49583 -0.92610
C: 2.63949 5.35940 5.21553
O: 2.74817 5.27815 3.80125
C: 2.96981 6.53163 3.13596
C: 3.44271 6.18933 1.72793
O: 4.78575 5.66833 1.73450
C: 5.19239 5.45606 0.42695
H: 2.72108 4.37083 5.64542
H: 1.65003 5.75065 5.57616
H: 3.51798 6.00674 5.53291
H: 3.74689 7.02116 3.66021
H: 2.09458 7.16260 3.01857
H: 3.57692 7.10226 1.09279
H: 2.73569 5.43563 1.29816
H: 6.12839 4.84272 0.47913
H: 5.52889 6.33417 -0.13841
H: 4.42763 4.96854 -0.16328

Electronic energy = -136168.3174 eV
Charge = 0
HOMO level = -9.267 eV
Gap between HOMO and LUMO = 9.14 eV